[1]
Computed, not measured: a structure of composition C15H11Cl5CoF5I, with ωB97M-V/def2-TZVPD.

Output
E_LUMO (spin up / spin down) in eV: 1.063 / 1.495
Expectation value of S²: 6.3708
Charge: -1
Relative energy (zero: lowest compared OMol25 entry of this formula, charge and spin) in eV: 19.9137
Spin multiplicity: 5

Element x y z (Å)
Co  -0.651  -0.947  1.230
C  -0.539  0.687  -3.801
C  -1.297  1.345  -2.640
C  -2.804  1.332  -2.926
C  -0.809  2.788  -2.460
C  -1.038  0.597  -1.398
C  -0.827  0.020  -0.358
H  -0.655  1.282  -4.712
H  -0.922  -0.317  -3.988
H  0.522  0.607  -3.562
H  -3.032  1.935  -3.811
H  -3.352  1.739  -2.076
H  -3.148  0.311  -3.097
H  -0.959  3.359  -3.382
H  0.250  2.797  -2.203
H  -1.354  3.279  -1.652
I  -0.550  2.430  2.234
C  -1.817  0.714  1.972
H  -2.620  1.046  1.323
H  -2.220  0.557  2.978
Cl  1.434  -2.324  -1.238
C  2.198  -1.423  0.028
C  1.419  -0.611  0.861
C  2.126  0.101  1.756
Cl  -0.360  -1.698  3.420
C  3.460  0.040  2.027
Cl  4.177  0.982  3.300
C  4.216  -0.832  1.247
Cl  5.909  -1.027  1.534
C  3.573  -1.559  0.238
Cl  4.497  -2.659  -0.727
F  -1.629  -2.423  0.509
C  -1.819  -1.763  3.151
F  -3.101  -1.908  3.144
C  0.449  -2.505  2.438
F  1.081  -3.507  1.922
F  0.226  -0.182  3.691
F  -0.031  -2.263  5.032

Atoms 1-6, force components in eV/Å:
Co 0.4 0.6 0.3
C 0.0 0.0 0.0
C 0.1 -0.1 0.1
C 0.0 0.1 -0.1
C 0.0 0.0 0.0
C 0.0 0.1 0.0

=====

[2]
Computed, not measured: a structure of composition C15H11F5MnN2OS, with ωB97M-V/def2-TZVPD.

Output
E_LUMO (spin up / spin down) in eV: -7.862 / -7.564
Expectation value of S²: 3.7861
Charge: +2
Relative energy (zero: lowest compared OMol25 entry of this formula, charge and spin) in eV: 2.6946
Spin multiplicity: 4

Element x y z (Å)
Mn  -0.126  0.169  0.325
O  1.794  -0.314  -0.440
C  2.276  -1.021  0.714
C  2.791  -0.054  1.786
C  1.746  1.000  2.220
C  0.570  0.455  3.001
C  0.600  0.359  4.388
C  -0.507  -0.110  5.078
C  -1.650  -0.438  4.360
C  -1.614  -0.324  2.984
N  -0.530  0.090  2.309
H  2.551  -0.009  -0.963
H  3.067  -1.721  0.422
H  1.419  -1.625  1.081
H  3.665  0.477  1.394
H  3.126  -0.637  2.646
H  1.380  1.571  1.335
H  2.258  1.720  2.861
H  1.489  0.654  4.925
H  -0.486  -0.212  6.153
H  -2.544  -0.786  4.857
H  -2.483  -0.562  2.386
F  -6.587  1.806  -0.305
C  -5.582  0.967  -0.451
C  -4.286  1.596  -0.288
F  -4.320  2.902  -0.086
C  -3.075  0.981  -0.312
F  -1.902  1.674  -0.150
C  -3.638  -1.430  -0.777
S  -2.307  -2.562  -0.750
C  -4.984  -1.456  -0.940
F  -5.552  -2.598  -1.257
C  -5.888  -0.341  -0.742
F  -7.164  -0.656  -0.852
N  -2.807  -0.353  -0.427
C  -1.608  -0.995  -0.278

Atoms 1-6, force components in eV/Å:
Mn 0.5 -0.1 0.2
O -0.3 0.1 -0.1
C 0.4 -0.5 1.0
C -0.3 0.0 -0.3
C 0.0 -0.4 0.0
C 0.0 0.1 0.4

=====

[3]
Computed, not measured: a structure of composition C15H11FeI2N4OSSe, with ωB97M-V/def2-TZVPD.

Output
E_LUMO (spin up / spin down) in eV: -1.618 / -1.550
Expectation value of S²: 0.9680
Relative energy (zero: lowest compared OMol25 entry of this formula, charge and spin) in eV: 0.0000
Spin multiplicity: 2

Element x y z (Å)
Fe  0.352  0.842  -0.309
I  5.720  0.796  4.995
C  4.470  1.004  3.341
C  5.020  1.123  2.072
C  4.191  1.259  0.970
I  4.997  1.430  -0.934
C  2.802  1.283  1.125
O  2.014  1.450  0.065
C  2.265  1.155  2.410
C  0.774  1.145  2.546
N  0.205  0.166  1.592
C  -1.202  -0.174  1.861
C  -2.087  0.794  1.135
C  -3.403  1.033  1.484
C  -4.145  1.916  0.716
C  -3.546  2.541  -0.366
C  -2.226  2.260  -0.655
N  -1.515  1.399  0.086
C  3.096  1.012  3.511
H  6.093  1.108  1.938
H  0.491  0.884  3.569
H  0.338  2.121  2.312
H  0.760  -0.686  1.631
H  -1.393  -1.181  1.489
H  -1.412  -0.161  2.933
H  -3.832  0.530  2.339
H  -5.179  2.117  0.962
H  -4.087  3.238  -0.989
H  -1.724  2.720  -1.494
H  2.667  0.907  4.500
Se  -0.363  3.335  -4.269
C  0.122  2.271  -2.944
N  0.378  1.578  -2.040
S  -0.541  -3.644  -0.595
C  -0.255  -2.072  -0.715
N  -0.082  -0.911  -0.788

Atoms 1-6, force components in eV/Å:
Fe 0.0 -0.1 0.1
I 0.0 0.0 0.0
C 0.0 0.0 0.0
C 0.0 0.0 0.0
C 0.0 0.0 0.1
I 0.0 0.0 0.0

=====

[4]
Computed, not measured: a structure of composition C15H11N2O2PdS5, with ωB97M-V/def2-TZVPD.

Output
E_LUMO in eV: 1.582
Charge: -1
Relative energy (zero: lowest compared OMol25 entry of this formula, charge and spin) in eV: 4.7351

Element x y z (Å)
Pd  -1.700  -2.340  2.219
S  -5.802  -2.374  4.114
C  -4.354  -2.338  3.380
S  -2.856  -1.699  3.993
S  -3.857  -2.991  1.860
N  -1.748  0.301  1.149
C  0.412  0.504  -0.359
N  0.538  -0.140  2.272
C  0.449  -1.496  2.008
C  0.450  -2.378  3.106
C  0.604  -3.782  2.958
C  0.518  -4.328  1.711
C  0.370  -3.469  0.588
C  0.459  -2.095  0.695
S  0.701  -1.204  -0.795
H  -2.187  0.488  2.048
H  -2.231  0.837  0.433
H  0.501  -1.916  4.083
H  0.698  -4.401  3.840
H  0.533  -5.399  1.563
H  0.300  -3.903  -0.404
O  2.015  4.248  -5.452
C  1.736  4.613  -4.162
O  1.740  5.787  -3.893
C  1.418  3.528  -3.220
C  0.872  3.861  -1.970
C  0.536  2.907  -1.048
C  0.744  1.515  -1.287
S  -0.089  0.852  1.188
C  1.314  1.197  -2.550
C  1.628  2.172  -3.471
H  1.855  3.305  -5.544
H  0.709  4.907  -1.747
H  0.103  3.230  -0.110
H  1.529  0.166  -2.800
H  2.091  1.836  -4.395

Atoms 1-6, force components in eV/Å:
Pd -0.1 -0.8 -0.4
S -0.2 0.1 0.0
C 0.4 -0.2 0.1
S -0.3 0.3 0.5
S -0.2 0.1 -0.2
N 0.1 0.1 -0.1

=====

[5]
Computed, not measured: a cluster of 2 separate species, C15H12F6N in total, with ωB97M-V/def2-TZVPD.

Output
E_LUMO in eV: -5.962
Charge: +1
Relative energy (zero: lowest compared OMol25 entry of this formula, charge and spin) in eV: 0.8964

Element x y z (Å)
F  0.035  2.750  6.060
C  1.111  2.779  5.201
F  1.864  3.871  5.559
F  1.863  1.663  5.505
C  0.706  2.789  3.755
C  1.340  3.629  2.840
C  1.005  3.561  1.506
C  0.029  2.656  1.019
C  -0.304  2.711  -0.365
C  -1.550  2.323  -0.919
C  -2.733  2.013  -0.177
C  -3.881  1.544  -0.825
C  -3.914  1.457  -2.219
C  -5.129  0.917  -2.918
F  -5.452  1.664  -4.032
F  -4.944  -0.379  -3.352
F  -6.249  0.892  -2.117
C  -2.804  1.847  -2.975
C  -1.658  2.277  -2.327
C  -0.568  1.781  1.966
C  -0.260  1.872  3.316
H  2.122  4.320  3.198
H  1.454  4.290  0.815
H  0.329  3.342  -1.015
H  -2.781  2.141  0.909
H  -4.748  1.234  -0.224
H  -2.861  1.788  -4.060
H  -0.813  2.578  -2.933
H  -1.332  1.059  1.662
H  -0.751  1.219  4.042
N  1.482  2.045  -1.479
H  1.309  1.106  -1.098
H  2.369  2.419  -1.099
H  1.481  2.023  -2.502

Atoms 1-6, force components in eV/Å:
F 1.1 0.0 -1.3
C 0.6 0.0 2.5
F -0.9 -1.2 -0.7
F -0.9 1.3 -0.6
C -0.2 -0.3 -0.6
C 0.5 0.2 0.7

=====

[6]
Computed, not measured: a structure of composition C15H12IN4O3S3Tl, with ωB97M-V/def2-TZVPD.

Output
E_LUMO in eV: 3.348
Charge: -2
Relative energy (zero: lowest compared OMol25 entry of this formula, charge and spin) in eV: 0.7836

Element x y z (Å)
Tl  0.676  -0.400  -1.316
O  -2.561  2.964  0.466
C  -1.685  2.278  -0.064
N  -1.124  1.155  0.385
C  -1.111  0.836  1.680
O  -0.962  1.559  2.666
C  -1.225  -0.665  1.957
C  -1.277  -1.091  3.286
C  -1.412  -2.441  3.550
C  -1.485  -3.331  2.485
C  -1.421  -2.816  1.200
N  -1.299  -1.518  0.939
C  -1.249  2.695  -1.466
C  -1.570  3.983  -1.884
C  -1.252  4.363  -3.174
C  -0.651  3.442  -4.016
C  -0.357  2.182  -3.517
N  -0.630  1.827  -2.264
H  -1.202  -0.343  4.062
H  -1.457  -2.801  4.573
H  -1.591  -4.397  2.643
H  -1.463  -3.468  0.334
H  -2.074  4.638  -1.188
H  -1.478  5.365  -3.523
H  -0.406  3.681  -5.041
H  0.123  1.427  -4.125
S  0.682  -1.573  -6.333
C  0.760  -1.201  -4.680
S  2.179  -0.488  -3.982
S  -0.562  -1.618  -3.627
N  4.185  -0.916  2.587
C  2.936  -0.922  2.018
O  2.448  0.023  1.438
C  2.074  -2.154  2.224
I  3.074  -4.026  2.014
H  4.756  -0.138  2.291
H  4.658  -1.800  2.698
H  1.290  -2.140  1.477
H  1.659  -2.170  3.227

Atoms 1-6, force components in eV/Å:
Tl 0.1 -0.3 -0.4
O -0.1 0.1 0.1
C 0.1 0.0 -0.1
N -0.1 0.0 -0.1
C 0.0 -0.1 0.2
O -0.1 0.1 0.0